[1]
A single C3H5NOS molecule. Source: the OMol25 dataset; level of theory: ωB97M-V/def2-TZVPD.

```
11
Properties=species:S:1:pos:R:3
C 0.755 0.118 -0.345
C 0.908 -2.295 -0.264
C -0.566 0.954 0.609
N 0.679 -1.128 -0.465
O -2.200 -0.135 -1.216
S -2.116 0.058 0.206
H 1.057 0.833 -1.126
H 0.198 -3.148 -0.708
H -0.323 0.981 1.715
H -0.599 2.033 0.432
H -1.406 -1.187 0.629
```

LUMO (spin up / spin down): 0.56 / -1.64 eV
Multiplicity: 3
⟨S²⟩: 2.014
Total charge: 0

[2]
A 6-piece molecular cluster, C23H55IN5O16S5 overall. Source: the OMol25 dataset; level of theory: ωB97M-V/def2-TZVPD.

```
105
Properties=species:S:1:pos:R:3
C 0.029 -3.631 0.255
C -0.704 -4.951 0.049
C 0.176 -6.033 -0.573
I -1.097 -7.521 -1.482
C 1.058 -6.689 0.419
N 1.069 -6.328 1.693
C 1.960 -7.151 2.282
N 2.221 -7.108 3.586
N 1.586 -6.154 4.392
C 0.293 -6.619 4.897
C 2.515 -5.760 5.457
C 3.322 -4.531 5.169
O 2.609 -6.423 6.460
N 2.497 -7.988 1.377
N 1.909 -7.689 0.184
H 0.767 -3.478 -0.527
H -0.698 -2.830 0.172
H 0.500 -3.542 1.226
H -1.512 -4.771 -0.649
H -1.175 -5.307 0.954
H 0.750 -5.561 -1.357
H 2.906 -7.729 3.993
H 0.369 -7.413 5.633
H -0.306 -6.915 4.048
H -0.207 -5.761 5.328
H 4.226 -4.850 4.658
H 3.533 -4.014 6.092
H 2.765 -3.919 4.473
H 3.194 -8.693 1.543
H 2.081 -8.162 -0.687
O -4.134 -0.452 0.191
S -3.781 -0.856 -1.137
O -2.529 -1.505 -1.388
O -3.941 0.382 -2.104
C -3.261 1.615 -1.756
C -1.782 1.593 -2.067
C -5.078 -1.836 -1.811
H -3.448 1.846 -0.706
H -3.750 2.385 -2.350
H -1.249 0.882 -1.434
H -1.359 2.577 -1.908
H -1.615 1.300 -3.103
H -6.023 -1.327 -1.648
H -5.064 -2.791 -1.290
H -4.889 -1.983 -2.871
O -6.952 4.806 -0.975
S -6.787 5.311 0.354
O -5.553 5.921 0.741
O -7.147 4.155 1.386
C -6.473 2.890 1.224
C -5.044 2.923 1.724
C -8.117 6.391 0.753
H -6.520 2.581 0.178
H -7.054 2.173 1.799
H -4.427 3.578 1.108
H -4.610 1.923 1.693
H -4.996 3.301 2.745
H -9.053 5.908 0.486
H -7.977 7.299 0.172
H -8.078 6.613 1.816
O 2.759 -0.737 9.274
S 3.481 -1.243 10.401
O 4.909 -1.279 10.384
O 2.929 -2.701 10.737
C 2.901 -3.654 9.660
C 4.272 -4.222 9.349
C 2.935 -0.448 11.871
H 2.448 -3.195 8.778
H 2.234 -4.448 9.991
H 4.935 -3.458 8.944
H 4.187 -5.025 8.616
H 4.740 -4.613 10.252
H 1.849 -0.456 11.894
H 3.308 0.573 11.839
H 3.350 -0.973 12.727
O -1.253 4.358 -3.324
S -1.935 4.954 -4.436
O -2.445 4.128 -5.486
O -1.014 6.087 -5.054
C 0.340 5.739 -5.425
C 0.409 4.966 -6.725
C -3.220 6.003 -3.850
H 0.815 5.193 -4.609
H 0.861 6.689 -5.527
H -0.039 3.979 -6.624
H 1.448 4.838 -7.031
H -0.131 5.491 -7.513
H -2.820 6.648 -3.072
H -4.003 5.363 -3.447
H -3.602 6.584 -4.684
O 3.913 5.860 -9.330
S 4.173 4.455 -9.393
O 3.752 3.591 -8.332
O 5.722 4.228 -9.667
C 6.664 4.872 -8.782
C 6.783 4.165 -7.446
C 3.581 3.814 -10.921
H 6.391 5.921 -8.657
H 7.616 4.843 -9.307
H 5.863 4.248 -6.870
H 7.592 4.605 -6.863
H 6.985 3.104 -7.591
H 3.929 4.453 -11.727
H 2.495 3.820 -10.871
H 3.947 2.798 -11.039
```

LUMO: -3.28 eV
Total charge: +1

[3]
A 17-piece molecular cluster, C3H42NO17 overall. Source: the OMol25 dataset; level of theory: ωB97M-V/def2-TZVPD.

```
63
Properties=species:S:1:pos:R:3
C -2.124 -1.559 1.286
C -0.660 -1.252 1.140
C 0.102 -2.542 0.926
O 0.961 -2.117 -0.131
N -2.828 -1.478 -0.073
H -2.325 -0.708 2.051
H -2.385 -2.553 1.692
H -0.555 -0.642 0.315
H -0.393 -0.425 1.898
H 0.667 -2.791 1.831
H -0.478 -3.339 0.305
H 1.914 -2.019 0.113
H -2.252 -2.189 -0.585
H -2.738 -0.576 -0.493
H -3.822 -1.807 0.084
H 4.527 2.108 -0.900
H 3.055 1.909 -0.722
O 3.901 1.721 -0.318
H -0.429 -2.792 4.414
H 0.183 -1.513 3.518
O -0.724 -2.056 3.662
H -0.497 3.505 0.628
H -0.567 4.744 -0.370
O -0.764 3.780 -0.271
H 3.580 0.177 0.277
H 4.131 -1.344 0.311
O 3.444 -0.736 0.682
H -4.112 0.636 -1.882
H -2.954 1.717 -1.851
O -3.220 0.683 -1.567
H 1.049 1.487 -1.723
H 1.200 2.908 -1.664
O 1.409 2.160 -1.119
H 1.101 -2.922 -1.823
H 1.123 -2.861 -3.251
O 0.670 -3.349 -2.569
H 0.741 1.526 4.772
H 1.957 1.178 3.994
O 1.638 1.884 4.468
H 1.996 2.127 1.312
H 1.956 2.642 2.720
O 1.382 2.495 1.990
H -1.402 2.616 2.818
H -0.124 1.954 2.230
O -1.076 1.808 2.492
H 2.931 -0.665 3.264
H 2.259 -0.621 1.945
O 1.991 -0.624 2.900
H -0.050 -0.785 -1.980
H 1.250 -0.662 -1.151
O 0.877 -0.477 -1.999
H 0.341 2.406 -4.500
H -0.262 1.127 -3.657
O 0.081 2.056 -3.656
H -2.370 -0.228 -2.682
H -1.859 -1.639 -3.268
O -1.634 -0.703 -3.212
H -0.870 -2.871 -2.176
H -1.855 -4.049 -1.963
O -1.874 -3.014 -1.945
H -1.628 3.094 -1.422
H -1.480 2.504 -2.844
O -2.102 2.953 -2.269
```

LUMO: -2.32 eV
Total charge: +1

[4]
C19H29N5O2PdS as an isolated structure. Source: the OMol25 dataset; level of theory: ωB97M-V/def2-TZVPD.

```
57
Properties=species:S:1:pos:R:3
Pd -0.513 -0.943 0.054
O -1.186 -3.613 -0.698
C -0.522 -3.807 -1.920
C 0.820 -3.099 -2.018
C 1.960 -3.785 -2.415
C 3.169 -3.110 -2.477
C 3.197 -1.761 -2.165
C 2.008 -1.141 -1.820
N 0.849 -1.792 -1.737
H -1.282 -2.634 -0.559
H -1.144 -3.467 -2.761
H -0.370 -4.881 -2.027
H 1.898 -4.835 -2.669
H 4.074 -3.632 -2.761
H 4.119 -1.196 -2.194
H 1.972 -0.079 -1.610
C -3.254 4.793 2.230
C -2.092 4.915 1.248
N -1.668 3.634 0.685
C -0.358 3.145 1.077
C -0.320 2.738 2.547
C -2.487 3.093 -0.250
O -3.519 3.657 -0.588
C -2.101 1.846 -1.011
C -1.739 2.025 -2.335
C -1.588 0.922 -3.164
C -1.824 -0.328 -2.637
N -2.207 -0.536 -1.370
C -2.329 0.531 -0.555
H -3.490 5.775 2.641
H -3.012 4.119 3.052
H -4.131 4.410 1.712
H -1.227 5.364 1.736
H -2.398 5.559 0.422
H 0.370 3.943 0.902
H -0.083 2.301 0.444
H -0.829 3.475 3.169
H 0.713 2.678 2.899
H -0.798 1.772 2.689
H -1.618 3.031 -2.719
H -1.322 1.031 -4.206
H -1.745 -1.213 -3.257
H -2.802 0.349 0.403
C 2.391 -3.687 1.439
N 1.152 -3.000 1.114
C 0.791 -1.718 1.508
S -0.685 -1.486 2.379
N 1.763 -0.701 1.522
C 3.124 -0.863 2.020
H 2.280 -4.724 1.130
H 2.617 -3.676 2.512
H 3.238 -3.272 0.894
H 0.345 -3.600 1.158
H 1.332 0.124 1.901
H 3.162 -1.349 3.002
H 3.562 0.129 2.115
H 3.738 -1.429 1.322
```

LUMO: 0.50 eV
Total charge: 0

[5]
A single C3H3ClO molecule. Source: the OMol25 dataset; level of theory: ωB97M-V/def2-TZVPD.

```
8
Properties=species:S:1:pos:R:3
C 0.225 1.223 0.031
C 0.095 2.271 -0.545
C -0.116 -0.986 0.550
O 0.694 0.123 0.551
Cl -1.642 -0.798 1.646
H -0.557 3.090 -0.711
H 0.536 -1.792 0.896
H -0.544 -1.216 -0.429
```

LUMO (spin up / spin down): 0.75 / -4.97 eV
Multiplicity: 3
⟨S²⟩: 2.012
Total charge: 0

[6]
A single C4H7ClO2 molecule. Source: the OMol25 dataset; level of theory: ωB97M-V/def2-TZVPD.

```
14
Properties=species:S:1:pos:R:3
C -0.797 -1.448 -0.962
C -0.501 -0.264 -0.001
Cl -1.595 -0.471 1.395
C 0.982 0.119 0.213
O 1.443 0.628 1.469
C -0.117 1.177 -0.351
O -0.506 2.264 0.438
H -0.403 -1.333 -2.022
H -1.942 -1.827 -1.233
H -0.234 -2.352 -0.379
H 1.826 -0.038 -0.539
H 1.923 -0.076 2.271
H -0.240 1.285 -1.512
H 0.163 2.336 1.212
```

LUMO: 0.27 eV
SMILES string: C[C@@]1(Cl)[C@H](O)[C@@H]1O
Total charge: 0